175
Properties=species:S:1:pos:R:3:lowdin_charge:R:1 method="wB97M-V/def2-TZVPD" total_charge=-1 gap_ha=0.220 e_above_lowest_kcal_mol=0.00 multiplicity=1
C 5.638 0.232 -3.260 -0.0684
C 5.269 -1.111 -2.605 -0.2390
N 4.181 -1.794 -3.311 -0.0738
C 3.886 -3.093 -2.649 -0.1398
C 2.450 -3.577 -2.862 -0.1762
N 1.466 -2.547 -2.582 -0.0556
C 1.348 -2.373 -1.121 -0.1613
C 1.854 -0.984 -0.667 -0.1773
C 0.816 0.093 -0.336 -0.1824
C 1.494 1.490 -0.492 -0.1901
C 1.276 2.108 -1.878 -0.2035
C 2.278 1.636 -2.929 -0.2706
C 1.947 2.178 -4.320 -0.4281
S 3.097 1.522 -5.571 1.0256
C 4.284 2.785 -5.623 -0.7030
N 5.220 2.965 -6.498 0.0432
N 5.915 4.097 -6.091 0.0471
C 5.352 4.515 -5.023 -0.2125
O 4.306 3.723 -4.644 -0.0250
C 0.190 -2.800 -3.319 -0.3318
C -0.935 -1.872 -2.886 -0.1889
N -0.752 -0.488 -3.388 0.0247
C 0.500 -2.546 -4.826 -0.0385
C -0.620 -2.784 -5.805 -0.4345
O -0.693 -3.662 -6.602 0.1414
F -1.597 -1.834 -5.806 0.0652
C -0.252 -4.290 -3.091 -0.6733
O -0.843 -4.479 -2.000 -0.0470
O 0.088 -5.127 -3.946 -0.0272
C 4.512 -2.079 -4.681 -0.4792
C 5.811 -2.768 -5.046 0.0086
O 3.711 -1.841 -5.549 0.0861
H 6.719 0.325 -3.370 0.0725
H 5.165 0.362 -4.233 0.0309
H 5.327 1.060 -2.622 0.0599
H 6.173 -1.736 -2.531 0.1032
H 4.944 -0.938 -1.579 0.1058
H 4.544 -3.900 -2.998 0.1200
H 4.085 -2.960 -1.582 0.1124
H 2.369 -3.907 -3.895 0.0986
H 2.293 -4.484 -2.261 0.1351
H 2.007 -3.098 -0.635 0.1071
H 0.349 -2.610 -0.758 0.1073
H 2.443 -1.132 0.248 0.1096
H 2.553 -0.648 -1.431 0.0708
H 0.482 -0.011 0.696 0.0940
H -0.046 0.081 -1.000 0.0800
H 1.191 2.172 0.303 0.0873
H 2.570 1.318 -0.370 0.1016
H 0.258 1.938 -2.236 0.1023
H 1.382 3.197 -1.792 0.1114
H 2.316 0.545 -3.015 0.0879
H 3.290 1.961 -2.672 0.0959
H 0.957 1.850 -4.641 0.0820
H 1.963 3.265 -4.346 0.0681
H 5.584 5.367 -4.410 0.1240
H -1.060 -1.863 -1.803 0.0934
H -1.868 -2.272 -3.286 0.1231
H 0.197 -0.208 -3.163 0.0322
H -1.385 0.123 -2.887 0.0643
H 0.852 -1.520 -4.947 0.1142
H 1.280 -3.210 -5.178 0.0967
H 6.464 -2.121 -5.627 0.0906
H 6.366 -3.125 -4.178 0.0705
H 5.519 -3.655 -5.608 0.0580
N -1.116 1.897 2.419 0.0579
C -0.370 2.495 3.344 -0.1890
C -0.562 2.336 4.708 -0.0849
C -1.584 1.506 5.138 -0.0816
C -2.377 0.884 4.188 -0.0888
C -2.102 1.111 2.849 -0.1495
H 0.424 3.133 2.966 0.1011
H 0.080 2.846 5.415 0.0982
H -1.762 1.341 6.192 0.1020
H -3.185 0.227 4.477 0.0990
H -2.695 0.636 2.075 0.1082
N -1.598 -1.820 5.886 0.0563
C -1.716 -2.522 4.761 -0.1481
C -1.722 -3.908 4.716 -0.0586
C -1.587 -4.605 5.904 -0.0738
C -1.457 -3.891 7.086 -0.0708
C -1.472 -2.505 7.022 -0.1604
H -1.810 -1.940 3.850 0.0970
H -1.827 -4.426 3.772 0.1017
H -1.582 -5.687 5.900 0.0798
H -1.348 -4.400 8.035 0.0807
H -1.377 -1.909 7.925 0.0968
N 4.198 -6.047 -5.909 0.0564
C 2.953 -6.287 -6.317 -0.1251
C 2.630 -6.578 -7.637 -0.0593
C 3.649 -6.623 -8.574 -0.1090
C 4.952 -6.387 -8.160 -0.0893
C 5.167 -6.107 -6.822 -0.1846
H 2.181 -6.219 -5.556 0.1053
H 1.599 -6.740 -7.920 0.1087
H 3.432 -6.811 -9.618 0.0986
H 5.775 -6.393 -8.862 0.0983
H 6.166 -5.895 -6.453 0.0952
N -4.259 4.436 3.652 0.0631
C -2.977 4.774 3.794 -0.1526
C -2.552 5.862 4.542 -0.0745
C -3.506 6.643 5.176 -0.0887
C -4.843 6.309 5.039 -0.0794
C -5.161 5.198 4.270 -0.1557
H -2.264 4.140 3.281 0.0771
H -1.496 6.086 4.625 0.0972
H -3.214 7.501 5.770 0.0934
H -5.620 6.889 5.515 0.0543
H -6.197 4.902 4.141 0.0951
N -5.893 9.168 6.528 0.0523
C -5.130 10.202 6.181 -0.1446
C -4.997 11.353 6.943 -0.0722
C -5.697 11.435 8.135 -0.0817
C -6.495 10.366 8.512 -0.0675
C -6.561 9.260 7.679 -0.1489
H -4.598 10.098 5.240 0.1077
H -4.360 12.160 6.608 0.1006
H -5.621 12.315 8.760 0.1040
H -7.057 10.386 9.436 0.1012
H -7.174 8.403 7.938 0.0993
N -2.168 -7.675 4.418 0.0502
C -1.215 -7.888 3.512 -0.1397
C -0.570 -9.106 3.349 -0.0658
C -0.932 -10.158 4.174 -0.0843
C -1.922 -9.951 5.122 -0.0811
C -2.507 -8.697 5.202 -0.1582
H -0.959 -7.042 2.884 0.1091
H 0.193 -9.221 2.592 0.1051
H -0.453 -11.124 4.078 0.1028
H -2.238 -10.745 5.786 0.0966
H -3.287 -8.496 5.928 0.1027
N -0.531 -6.363 10.146 0.0523
C 0.193 -7.465 9.963 -0.1548
C 1.526 -7.578 10.330 -0.0751
C 2.143 -6.486 10.918 -0.0831
C 1.404 -5.331 11.113 -0.0748
C 0.077 -5.322 10.712 -0.1631
H -0.323 -8.297 9.497 0.1021
H 2.064 -8.500 10.156 0.0998
H 3.183 -6.533 11.216 0.1038
H 1.844 -4.452 11.565 0.1000
H -0.536 -4.437 10.847 0.1018
N -8.236 6.594 6.065 0.0646
C -9.124 5.610 6.193 -0.1477
C -10.450 5.720 5.802 -0.0743
C -10.878 6.918 5.252 -0.0832
C -9.964 7.950 5.115 -0.0671
C -8.658 7.739 5.533 -0.1583
H -8.750 4.690 6.628 0.1054
H -11.127 4.885 5.925 0.1000
H -11.905 7.043 4.935 0.1034
H -10.254 8.902 4.690 0.1005
H -7.909 8.514 5.436 0.0792
N 3.329 -4.047 -10.844 0.0581
C 3.347 -3.396 -9.681 -0.1331
C 3.215 -2.019 -9.566 -0.0495
C 3.055 -1.276 -10.723 -0.0789
C 3.034 -1.937 -11.942 -0.0855
C 3.174 -3.316 -11.947 -0.1692
H 3.475 -4.008 -8.797 0.0889
H 3.234 -1.551 -8.591 0.1018
H 2.948 -0.200 -10.675 0.1045
H 2.912 -1.397 -12.871 0.0942
H 3.160 -3.868 -12.881 0.0957
N 1.066 5.848 -5.981 0.0700
C 2.326 6.046 -5.598 -0.1401
C 2.763 7.206 -4.974 -0.0658
C 1.843 8.213 -4.733 -0.0845
C 0.528 8.020 -5.124 -0.0772
C 0.193 6.823 -5.741 -0.1518
H 3.008 5.239 -5.809 0.0822
H 3.800 7.317 -4.686 0.0934
H 2.145 9.132 -4.248 0.1025
H -0.225 8.778 -4.956 0.0982
H -0.826 6.632 -6.060 0.1036